1.
Here is a cluster of 11 separate species, C37H72B2Br3Cl20F2N3O8PS in total in a non-equilibrium geometry from the OMol25 dataset. Energies are from ωB97M-V with the def2-TZVPD basis set.

Cartesian coordinates (Å):
C1 -4.160 4.975 -3.147
C2 -2.738 4.115 -3.091
C3 -2.970 2.528 -2.592
Br1 -4.515 2.745 -1.267
C4 -1.712 2.001 -1.740
S1 -2.007 3.030 -0.134
N1 -0.412 2.547 -2.170
C5 0.436 1.702 -3.074
C6 -0.276 1.642 -4.526
C7 0.714 1.551 -5.851
F1 -0.129 1.000 -6.954
C8 1.725 2.754 -3.259
C9 1.350 4.219 -3.894
O1 0.223 4.884 -3.971
O2 2.552 4.995 -4.363
C10 2.726 6.093 -3.401
C11 2.255 6.141 -1.839
O3 3.297 7.225 -3.900
C12 0.753 0.290 -2.310
Br2 0.619 -1.206 -3.732
B1 2.381 0.212 -2.101
C13 3.447 -0.685 -3.043
O4 3.171 0.988 -1.071
N2 -0.154 -0.060 -1.099
C14 0.377 0.504 0.222
C15 -0.210 0.281 1.663
O5 -1.223 1.156 2.253
C16 1.070 0.564 2.736
N3 1.893 -0.717 2.948
B2 -0.063 -1.561 -0.717
O6 1.101 -2.451 -0.756
O7 -1.181 -2.282 0.002
C17 -1.613 0.361 -1.401
F2 -2.529 0.282 -0.235
P1 -2.595 -0.521 -2.753
O8 -4.319 -0.366 -2.273
Br3 -2.565 -2.785 -2.890
H1 -4.419 5.525 -2.148
H2 -3.936 5.850 -3.930
H3 -5.051 4.375 -3.627
H4 -2.356 4.159 -4.222
H5 -1.928 4.681 -2.471
H6 -3.272 2.017 -3.581
H7 -1.271 4.230 -0.220
H8 0.124 3.085 -1.457
H9 -0.850 2.678 -4.683
H10 -1.111 0.854 -4.711
H11 1.134 2.594 -6.195
H12 1.594 0.766 -5.690
H13 2.170 3.098 -2.202
H14 2.559 2.358 -3.993
H15 3.102 6.638 -1.168
H16 1.294 6.827 -1.658
H17 2.009 5.112 -1.344
H18 4.586 -0.471 -2.756
H19 3.380 -0.399 -4.189
H20 3.324 -1.855 -2.853
H21 3.787 0.313 -0.616
H22 0.690 1.642 0.072
H23 1.381 -0.137 0.404
H24 -0.534 -0.808 2.028
H25 -1.979 0.623 2.659
H26 1.796 1.337 2.190
H27 0.703 1.038 3.738
H28 2.619 -0.828 2.201
H29 2.387 -0.701 3.871
H30 0.887 -3.366 -1.122
H31 -1.176 -3.228 -0.341
H32 -4.732 -0.039 -3.136
Cl1 2.782 -1.083 7.312
C18 1.265 -0.344 7.885
C19 0.452 0.253 6.748
Cl2 1.235 1.689 6.043
H33 1.518 0.409 8.639
H34 0.693 -1.137 8.375
H35 -0.525 0.576 7.120
H36 0.288 -0.472 5.945
Cl3 -3.007 1.994 4.995
C20 -4.325 2.868 4.174
C21 -3.873 3.488 2.862
Cl4 -2.734 4.835 3.113
H37 -4.714 3.622 4.865
H38 -5.119 2.138 3.986
H39 -4.735 3.899 2.328
H40 -3.389 2.752 2.213
Cl5 -3.448 -6.067 -4.564
C22 -4.766 -5.193 -5.385
C23 -4.314 -4.572 -6.697
Cl6 -3.175 -3.225 -6.447
H41 -5.155 -4.438 -4.695
H42 -5.560 -5.922 -5.574
H43 -5.176 -4.162 -7.231
H44 -3.831 -5.309 -7.347
Cl7 5.196 -0.909 1.139
C24 4.719 -2.503 0.503
C25 5.921 -3.381 0.191
Cl8 6.854 -2.773 -1.199
H45 4.096 -2.344 -0.382
H46 4.102 -2.978 1.272
H47 5.588 -4.389 -0.068
H48 6.598 -3.456 1.048
Cl9 0.836 5.084 1.328
C26 1.922 5.501 2.678
C27 1.288 6.495 3.639
Cl10 1.091 8.107 2.906
H49 2.855 5.887 2.256
H50 2.146 4.568 3.203
H51 1.928 6.623 4.516
H52 0.306 6.155 3.980
Cl11 -3.877 -11.448 -4.415
C28 -2.907 -9.977 -4.154
C29 -1.524 -10.082 -4.777
Cl12 -0.496 -11.269 -3.936
H53 -2.851 -9.794 -3.076
H54 -3.458 -9.150 -4.611
H55 -1.012 -9.118 -4.711
H56 -1.578 -10.368 -5.832
Cl13 -6.995 -1.999 -8.433
C30 -5.838 -0.985 -9.331
C31 -5.088 -0.026 -8.420
Cl14 -6.148 1.245 -7.761
H57 -6.389 -0.451 -10.112
H58 -5.132 -1.665 -9.817
H59 -4.299 0.481 -8.984
H60 -4.622 -0.550 -7.579
Cl15 6.254 2.759 -2.945
C32 6.144 4.347 -2.144
C33 5.682 4.230 -0.700
Cl16 3.980 3.717 -0.578
H61 5.472 4.978 -2.733
H62 7.144 4.789 -2.179
H63 5.754 5.204 -0.207
H64 6.292 3.518 -0.137
Cl17 0.926 -3.045 10.050
C34 2.012 -2.628 11.400
C35 1.378 -1.634 12.360
Cl18 1.182 -0.022 11.628
H65 2.945 -2.242 10.978
H66 2.236 -3.561 11.925
H67 2.018 -1.506 13.238
H68 0.396 -1.974 12.702
Cl19 0.428 -6.573 12.294
C36 -0.050 -7.129 10.671
C37 1.142 -7.589 9.847
Cl20 2.210 -6.236 9.396
H69 -0.590 -6.315 10.178
H70 -0.746 -7.961 10.813
H71 0.796 -8.043 8.914
H72 1.742 -8.330 10.385

- LUMO: -3.4 eV
- E: -547862.1562 eV
- Net charge: +1

***

2.
Here is a cluster of 4 separate species, C24H56N4O10 in total from the OMol25 dataset. Energies are from ωB97M-V with the def2-TZVPD basis set.

Cartesian coordinates (Å):
C1 -1.032 -1.734 0.371
C2 -0.370 -2.270 1.648
C3 0.588 -1.266 2.249
O1 1.297 -0.552 1.596
O2 0.572 -1.138 3.614
C4 0.829 -2.334 4.345
C5 -0.103 -2.418 5.553
N1 -0.256 -1.102 6.212
C6 -1.598 -0.723 6.397
O3 -2.176 -0.723 7.449
O4 -2.208 -0.388 5.217
H1 -0.254 -1.459 -0.341
H2 -1.604 -2.543 -0.090
H3 -1.688 -0.885 0.570
H4 -1.103 -2.609 2.384
H5 0.229 -3.149 1.371
H6 0.670 -3.216 3.718
H7 1.875 -2.330 4.678
H8 -1.081 -2.756 5.196
H9 0.291 -3.136 6.274
H10 0.146 -1.126 7.142
H11 -1.790 0.408 4.861
C7 2.731 1.277 3.890
O5 3.456 2.146 4.750
C8 4.414 1.488 5.564
C9 5.815 1.920 5.192
N2 6.173 1.420 3.872
C10 7.426 1.944 3.343
C11 7.492 3.434 3.029
O6 6.647 3.831 1.967
C12 5.330 4.197 2.334
H12 1.980 1.876 3.380
H13 3.377 0.815 3.138
H14 2.223 0.495 4.456
H15 4.316 0.402 5.476
H16 4.220 1.765 6.606
H17 6.523 1.520 5.924
H18 5.849 3.018 5.256
H19 5.426 1.642 3.226
H20 7.647 1.402 2.420
H21 8.227 1.704 4.051
H22 8.512 3.657 2.704
H23 7.299 4.050 3.916
H24 5.302 4.645 3.332
H25 4.642 3.348 2.310
H26 4.982 4.934 1.611
C13 0.801 -1.530 -7.010
O7 1.714 -0.592 -6.480
C14 1.409 0.762 -6.793
C15 1.079 1.535 -5.537
N3 -0.180 1.079 -4.966
C16 -0.493 1.641 -3.657
C17 0.415 1.273 -2.490
O8 0.370 -0.096 -2.137
C18 1.280 -0.932 -2.824
H27 1.177 -2.521 -6.763
H28 -0.201 -1.415 -6.582
H29 0.730 -1.445 -8.099
H30 0.579 0.815 -7.503
H31 2.291 1.205 -7.265
H32 0.991 2.597 -5.786
H33 1.926 1.422 -4.845
H34 -0.154 0.070 -4.889
H35 -1.506 1.324 -3.401
H36 -0.515 2.732 -3.745
H37 0.062 1.823 -1.613
H38 1.453 1.584 -2.658
H39 2.196 -0.399 -3.089
H40 0.843 -1.364 -3.729
H41 1.539 -1.753 -2.153
C19 -8.174 -2.829 -2.637
O9 -7.520 -1.928 -3.508
C20 -7.755 -0.556 -3.212
C21 -6.471 0.126 -2.798
N4 -6.013 -0.373 -1.509
C22 -4.690 0.097 -1.114
C23 -3.500 -0.348 -1.955
O10 -3.242 -1.737 -1.891
C24 -3.922 -2.532 -2.843
H42 -7.974 -3.834 -3.005
H43 -7.805 -2.747 -1.609
H44 -9.256 -2.666 -2.636
H45 -8.511 -0.456 -2.427
H46 -8.139 -0.078 -4.117
H47 -6.650 1.202 -2.717
H48 -5.737 -0.033 -3.601
H49 -6.006 -1.385 -1.537
H50 -4.515 -0.239 -0.088
H51 -4.706 1.191 -1.091
H52 -2.608 0.140 -1.552
H53 -3.589 -0.029 -3.001
H54 -4.092 -1.987 -3.776
H55 -4.883 -2.898 -2.467
H56 -3.294 -3.398 -3.055

- LUMO: 0.5 eV
- E: -52227.3395 eV
- Energy above the lowest of the compared OMol25 structures with the same formula, charge and spin: 0.0 kcal per mole
- SMILES: CCC(=O)OCCNC(=O)O.COCCNCCOC.COCCNCCOC.COCCNCCOC

***

3.
Here is the molecule C6H5N in a non-equilibrium geometry from the OMol25 dataset. Energies are from ωB97M-V with the def2-TZVPD basis set.

Cartesian coordinates (Å):
C1 -0.289 -0.420 1.134
C2 -0.120 -1.382 0.082
C3 -0.246 2.063 1.446
C4 -0.088 0.842 0.872
C5 -0.022 1.931 0.044
C6 0.477 -0.852 -0.949
N1 1.197 -0.334 -1.745
H1 -0.595 -0.691 2.131
H2 -0.414 -2.431 0.416
H3 -0.410 2.720 2.354
H4 0.389 1.988 -0.972
H5 2.219 -0.512 -1.710

- LUMO: 0.6 eV
- E: -7786.7635 eV
- Energy above the lowest of the compared OMol25 structures with the same formula, charge and spin: 116.0 kcal per mole

***

4.
Here is the ion C3H3N2 with charge +1 in a non-equilibrium geometry from the OMol25 dataset. Energies are from ωB97M-V with the def2-TZVPD basis set.

Cartesian coordinates (Å):
C1 -0.201 1.337 -0.727
C2 0.934 0.626 -1.043
C3 -0.113 -0.819 0.483
N1 -0.978 0.957 0.175
N2 0.838 -0.527 -0.326
H1 -0.279 -1.618 1.177
H2 -1.778 1.186 0.669
H3 1.577 -1.142 -0.408

- LUMO (spin up / spin down): -5.7 / -7.7 eV
- E: -6124.2434 eV
- Net charge: +1
- Energy above the lowest of the compared OMol25 structures with the same formula, charge and spin: 67.9 kcal per mole
- Spin multiplicity: 3
- <S²>: 2.0417